# 1
The following is a DFT calculation (ωB97M-V with the def2-TZVPD basis set) of a 9-piece molecular cluster, C24H64F6O8P overall in a non-equilibrium geometry.

The geometry in XYZ format:
```
103
Properties=species:S:1:pos:R:3
P 0.421 -0.193 0.072
F -0.441 -0.615 1.357
F -0.898 -0.219 -0.838
F 0.321 1.439 0.402
F 1.205 0.191 -1.286
F 1.879 -0.381 0.804
F 0.577 -1.741 -0.386
C 4.049 1.140 -3.355
C 2.668 1.108 -4.024
C 2.471 1.955 -5.271
O 2.424 -0.247 -4.330
H 4.767 0.476 -3.836
H 3.943 0.858 -2.307
H 4.402 2.170 -3.338
H 1.982 1.473 -3.260
H 2.550 3.012 -5.015
H 1.498 1.810 -5.740
H 3.231 1.740 -6.023
H 3.015 -0.507 -5.041
C -3.645 0.155 1.201
C -4.809 -0.933 1.264
C -5.716 -0.644 2.439
O -5.568 -0.827 0.041
H -3.111 0.161 2.151
H -4.000 1.185 1.176
H -2.917 0.051 0.395
H -4.369 -1.917 1.423
H -6.119 0.361 2.321
H -5.305 -0.721 3.446
H -6.558 -1.335 2.483
H -5.927 0.063 0.065
C 3.494 -3.138 -0.087
C 3.384 -2.413 -1.366
C 4.646 -2.354 -2.179
O 2.373 -2.941 -2.155
H 2.890 -2.729 0.723
H 4.511 -3.037 0.290
H 3.379 -4.220 -0.151
H 3.190 -1.362 -1.155
H 5.462 -2.048 -1.524
H 4.639 -1.605 -2.971
H 4.910 -3.318 -2.614
H 2.619 -3.867 -2.211
C -3.053 -3.036 5.066
C -1.900 -3.855 4.587
C -0.884 -2.858 3.994
O -1.369 -4.620 5.678
H -3.636 -2.628 4.240
H -2.691 -2.271 5.753
H -3.660 -3.666 5.716
H -2.167 -4.644 3.884
H -1.323 -2.297 3.170
H 0.016 -3.330 3.602
H -0.528 -2.172 4.763
H -0.946 -3.967 6.241
C -1.243 -4.250 0.823
C -0.374 -4.667 -0.373
C -0.240 -6.179 -0.506
O -0.980 -4.123 -1.600
H -1.337 -3.172 0.959
H -0.756 -4.588 1.738
H -2.246 -4.677 0.808
H 0.604 -4.219 -0.202
H -0.167 -6.551 -1.528
H -1.158 -6.669 -0.179
H 0.565 -6.469 0.169
H -1.816 -4.593 -1.649
C -0.599 3.504 -3.908
C -0.911 2.234 -3.005
C -2.308 2.305 -2.412
O -0.921 1.086 -3.792
H -1.074 3.465 -4.889
H 0.458 3.597 -4.154
H -0.797 4.448 -3.400
H -0.217 2.185 -2.166
H -2.468 3.150 -1.743
H -2.619 1.474 -1.778
H -3.072 2.535 -3.154
H -1.577 1.226 -4.478
C 3.574 3.500 -0.291
C 2.813 4.186 -1.483
C 1.564 4.985 -1.162
O 3.694 5.005 -2.271
H 4.038 4.166 0.437
H 4.403 2.924 -0.704
H 2.881 2.811 0.190
H 2.459 3.367 -2.109
H 0.957 4.341 -0.525
H 0.969 5.077 -2.071
H 1.724 5.951 -0.684
H 3.242 5.328 -3.054
C -0.676 4.141 4.936
C -0.686 3.152 3.769
C -2.060 2.862 3.244
O 0.074 3.750 2.776
H -1.097 5.120 4.704
H 0.343 4.226 5.313
H -1.204 3.756 5.808
H -0.174 2.217 3.997
H -2.514 3.731 2.767
H -2.667 2.415 4.032
H -2.010 2.131 2.438
H 0.232 3.114 2.074
```

Properties
2S+1: 2
HOMO energy (alpha / beta) (eV): -9.445 / -9.445
<S²>: 0.754
Kohn-Sham gap (alpha / beta) (eV): 8.93 / 3.07
E (eV): -67899.6069

# 2
The following is a DFT calculation (ωB97M-V with the def2-TZVPD basis set) of one molecule with the formula C3H6S2 in a non-equilibrium geometry.

The geometry in XYZ format:
```
11
Properties=species:S:1:pos:R:3
C 0.378 1.366 -0.412
C 0.279 0.188 0.601
S 1.298 -1.318 -0.273
C -0.949 -0.715 0.565
S -2.338 -0.671 -0.275
H 0.199 1.052 -1.489
H 1.403 1.570 -0.227
H -0.509 2.026 -0.030
H 0.810 0.165 1.666
H 0.156 -1.795 -1.094
H -0.729 -1.869 0.968
```

Properties
HOMO energy (eV): -8.615
Energy above the lowest of the compared OMol25 structures with the same formula, charge and spin (eV): 2.8409
Kohn-Sham gap (eV): 8.31
E (eV): -24875.8674

# 3
The following is a DFT calculation (ωB97M-V with the def2-TZVPD basis set) of C21H31Cl5P2V as an isolated structure in a non-equilibrium geometry.

The geometry in XYZ format:
```
60
Properties=species:S:1:pos:R:3
P -1.756 3.270 -4.098
P -3.141 -0.456 -4.455
C -2.450 2.189 -5.401
C -3.593 1.237 -5.054
H -1.644 1.708 -5.974
H -2.891 2.933 -6.082
H -4.324 1.687 -4.364
H -4.179 1.061 -5.969
C -2.216 -1.256 -5.779
H -1.617 -2.091 -5.394
H -1.527 -0.560 -6.288
H -2.907 -1.656 -6.543
C -4.735 -1.312 -4.468
H -5.056 -1.550 -5.496
H -5.529 -0.707 -3.996
H -4.659 -2.259 -3.907
C -0.386 4.347 -4.726
H 0.211 4.793 -3.918
H -0.773 5.190 -5.302
H 0.319 3.808 -5.363
C -3.056 4.612 -4.295
H -4.054 4.137 -4.288
H -2.902 5.105 -5.270
H -3.028 5.368 -3.497
V -0.008 -0.548 -0.660
C -2.553 -0.561 -2.819
C -1.095 -0.606 -3.214
C -0.242 0.609 -3.328
C -0.100 1.793 -2.306
C -1.094 3.047 -2.465
C -2.580 3.038 -2.304
C -3.422 1.802 -1.920
C -2.845 0.411 -1.632
C -0.241 1.042 0.736
H -2.883 -1.579 -2.516
H -0.670 -1.565 -3.533
H -0.559 1.141 -4.224
H 0.780 0.306 -3.644
H -0.037 1.507 -1.229
H 0.927 2.172 -2.478
H -0.570 3.984 -2.254
H -2.989 3.955 -1.890
H -4.269 1.699 -2.617
H -3.903 2.089 -0.973
H -1.967 0.445 -0.925
H -3.596 -0.124 -1.030
H -0.769 0.508 1.537
H -0.778 1.947 0.386
H 0.795 1.304 0.978
Cl 3.026 -1.062 -1.535
C 2.295 -2.281 -0.555
C 0.913 -2.319 -0.589
C 0.184 -2.825 0.503
Cl -1.468 -2.176 0.602
C 0.816 -3.656 1.429
Cl -0.105 -4.417 2.642
C 2.223 -3.860 1.325
Cl 3.010 -4.964 2.357
C 2.963 -3.135 0.348
Cl 4.641 -3.303 0.196
```

Properties
2S+1: 4
HOMO energy (alpha / beta) (eV): -5.723 / -5.987
<S²>: 3.776
Energy above the lowest of the compared OMol25 structures with the same formula, charge and spin (eV): 0.0000
Kohn-Sham gap (alpha / beta) (eV): 5.75 / 6.02
E (eV): -129146.2061

Question: Among the records above, which one has the highest E?
Answer: C3H6S2

Question: What is the E in the third record?
Answer: -129146.2061 eV

Question: What is the formula in the third record?
Answer: C21H31Cl5P2V

Question: The lowest E belongs to which entry?
Answer: C21H31Cl5P2V